[1]
{
  "formula": "C17H24N2O5S",
  "method": "ωB97M-V with the def2-TZVPD basis set",
  "multiplicity": 1,
  "largest_force_ev_per_a": 1.07,
  "smiles": "CCOc1ccc(S(=O)(=O)N2CCOCC2)cc1NC(=O)C1CCC1",
  "e_above_lowest_kcal_mol": 63.2,
  "homo_energy_ev": -8.6,
  "homo_lumo_gap_ev": 9.180,
  "elements": ["C", "C", "O", "C", "C", "C", "C", "S", "O", "O", "N", "C", "C", "O", "C", "C", "C", "C", "N", "C", "O", "C", "C", "C", "C", "H", "H", "H", "H", "H", "H", "H", "H", "H", "H", "H", "H", "H", "H", "H", "H", "H", "H", "H", "H", "H", "H", "H", "H"],
  "positions_angstrom": [[0.2672, 4.7372, -1.2510], [1.3573, 3.7722, -1.6996], [1.4482, 2.6411, -0.8502], [0.4391, 1.7518, -0.7932], [-0.5157, 1.5587, -1.7925], [-1.4300, 0.5240, -1.7107], [-1.3929, -0.3337, -0.6309], [-2.5473, -1.6902, -0.5538], [-3.8854, -1.2073, -0.7226], [-2.2513, -2.4709, 0.6190], [-2.1307, -2.4949, -1.9730], [-0.9296, -3.2979, -1.8597], [-1.2401, -4.6809, -1.2763], [-2.2527, -5.3268, -2.0178], [-3.4425, -4.5667, -2.0199], [-3.2087, -3.1917, -2.6489], [-0.4847, -0.1461, 0.3918], [0.4157, 0.9070, 0.3387], [1.3060, 1.1155, 1.4000], [1.5338, 2.3197, 2.0105], [1.0039, 3.3534, 1.6774], [2.5092, 2.2282, 3.1636], [2.1297, 1.2271, 4.2789], [3.3718, 0.3830, 3.9531], [3.7967, 1.4183, 2.8996], [0.3553, 5.6735, -1.7947], [-0.7217, 4.3190, -1.4218], [0.3816, 4.9211, -0.1859], [2.3380, 4.2448, -1.6036], [1.2207, 3.4654, -2.7448], [-0.5338, 2.2053, -2.6548], [-2.1678, 0.3674, -2.4799], [-0.2306, -2.7608, -1.2176], [-0.4999, -3.4004, -2.8618], [-0.3643, -5.3301, -1.3289], [-1.5552, -4.5612, -0.2308], [-4.1705, -5.1427, -2.5934], [-3.8042, -4.4302, -0.9897], [-4.0986, -2.5700, -2.5595], [-2.9303, -3.3001, -3.7023], [-0.5055, -0.8213, 1.2338], [1.6004, 0.2864, 1.8947], [2.6813, 3.2439, 3.5203], [2.1456, 1.6694, 5.2722], [1.1716, 0.7275, 4.1440], [3.1538, -0.6057, 3.5516], [4.0682, 0.2665, 4.7804], [4.7033, 1.9612, 3.1561], [3.8957, 1.0408, 1.8837]],
  "forces_ev_per_a": [[0.215, -0.302, 0.041], [-0.115, 0.454, -0.161], [-0.049, -0.491, 0.044], [0.039, -0.278, 0.227], [0.023, 0.068, -0.011], [0.028, 0.100, -0.004], [-0.282, -0.521, 0.077], [0.389, 0.192, -0.414], [-0.069, 0.092, -0.236], [0.222, 0.114, -0.053], [-0.338, 0.662, 0.768], [0.348, -0.444, 0.181], [0.248, 0.177, 0.105], [0.022, -0.116, -0.167], [-0.151, 0.211, -0.168], [-0.525, -0.339, 0.058], [0.054, 0.117, 0.027], [-0.318, 0.224, -0.352], [0.105, -0.405, -0.075], [0.246, 0.127, 0.482], [-0.206, 0.155, -0.007], [-0.075, 0.472, -0.111], [-0.208, -0.036, 0.233], [0.173, -0.275, 0.156], [0.299, 0.032, -0.148], [-0.021, 0.097, -0.096], [-0.111, 0.034, -0.013], [-0.018, 0.063, 0.048], [-0.124, -0.082, -0.104], [0.083, 0.002, 0.101], [0.020, 0.087, -0.064], [-0.049, 0.049, -0.187], [0.211, -0.106, -0.086], [0.011, 0.048, 0.094], [-0.005, 0.092, 0.053], [0.086, -0.094, -0.128], [-0.032, 0.088, 0.074], [-0.033, -0.066, -0.076], [-0.067, -0.130, -0.198], [-0.016, 0.037, 0.079], [0.051, -0.022, 0.174], [0.043, 0.099, -0.072], [-0.090, -0.079, -0.109], [-0.051, 0.009, 0.011], [-0.063, 0.004, 0.046], [0.013, -0.070, 0.006], [0.012, -0.090, 0.007], [0.029, 0.019, -0.028], [0.047, 0.022, -0.027]]
}

---

[2]
{
  "formula": "C4H3O4V",
  "method": "ωB97M-V with the def2-TZVPD basis set",
  "charge": 1,
  "multiplicity": 4,
  "largest_force_ev_per_a": 4.41,
  "homo_energy_ev": [-12.1, -12.1],
  "homo_lumo_gap_ev": [6.199, 5.983],
  "elements": ["C", "C", "H", "O", "C", "O", "H", "O", "C", "O", "V", "H"],
  "positions_angstrom": [[-0.2445, -0.5889, -0.6142], [0.3267, 0.2427, 0.2174], [0.7147, 1.2336, -0.0399], [-0.4555, -1.4928, -2.7078], [-1.0336, -1.0102, -1.6154], [-2.3128, -0.6726, -1.8073], [0.4284, -0.9983, -2.7812], [0.4489, -0.0532, 1.5686], [1.1497, 0.7892, 2.3182], [1.3346, 0.4255, 3.5080], [2.2321, 2.1064, 3.1471], [-2.5887, 0.0186, -1.1936]],
  "forces_ev_per_a": [[-1.222, 0.432, 0.954], [-0.743, -0.030, -1.812], [-0.113, -0.223, 0.072], [1.558, 0.019, -0.981], [1.718, 2.716, 0.322], [0.072, -0.646, 0.019], [-1.807, -1.510, 0.032], [1.434, 1.057, 1.605], [-2.210, -3.334, -1.854], [0.558, 0.987, 0.449], [0.741, 0.776, 0.931], [0.014, -0.244, 0.263]]
}

---

[3]
{
  "formula": "C5H11O2",
  "method": "ωB97M-V with the def2-TZVPD basis set",
  "charge": -1,
  "multiplicity": 1,
  "largest_force_ev_per_a": 2.89,
  "e_above_lowest_kcal_mol": 17.5,
  "homo_energy_ev": -3.9,
  "homo_lumo_gap_ev": 7.694,
  "elements": ["C", "C", "O", "O", "H", "H", "H", "C", "C", "C", "H", "H", "H", "H", "H", "H", "H", "H"],
  "positions_angstrom": [[1.5429, 0.9414, 1.5442], [0.4772, 0.3526, 2.5956], [0.9576, -0.0949, 3.6477], [-0.6670, 0.2431, 2.0999], [2.4872, 1.1223, 2.1053], [1.2042, 1.8713, 1.1085], [1.9681, 0.1461, 0.9393], [-0.3390, 0.0192, -0.9720], [-0.9312, 0.1573, -2.3757], [-0.7818, -1.3634, -0.4494], [-0.5371, 0.8759, -0.3342], [0.7477, 0.1558, -1.0144], [-0.5416, -0.5689, -3.0845], [-2.0005, -0.0821, -2.3358], [-0.1299, -1.7248, 0.3551], [-0.8308, 1.1968, -2.7138], [-0.9579, -2.0465, -1.2767], [-1.6680, -1.2013, 0.1609]],
  "forces_ev_per_a": [[1.252, -0.190, 2.594], [0.920, -0.708, -1.937], [-0.223, 0.245, 0.478], [-0.315, 0.354, 0.630], [-0.593, 0.594, 0.140], [-0.029, -0.158, -0.721], [-0.918, -0.062, -0.936], [0.633, -0.523, -0.863], [-0.551, 0.749, 0.487], [0.344, 1.303, 1.517], [-0.968, -0.337, 0.286], [0.096, -0.668, -0.335], [0.470, 0.135, -0.140], [-0.058, 0.254, 0.063], [0.301, -0.287, -0.611], [0.038, -0.318, -0.409], [0.143, -0.269, 0.155], [-0.543, -0.114, -0.398]]
}

---

[4]
{
  "formula": "C17H26N5O3S2",
  "method": "ωB97M-V with the def2-TZVPD basis set",
  "charge": -1,
  "multiplicity": 1,
  "largest_force_ev_per_a": 5.09,
  "homo_energy_ev": -3.0,
  "homo_lumo_gap_ev": 4.882,
  "elements": ["N", "C", "C", "C", "C", "N", "C", "C", "N", "C", "C", "C", "S", "C", "S", "N", "C", "C", "N", "C", "C", "O", "O", "H", "H", "H", "H", "H", "H", "H", "H", "H", "H", "H", "H", "H", "H", "H", "H", "H", "H", "H", "C", "C", "C", "O", "H", "H", "H", "H", "H", "H", "H"],
  "positions_angstrom": [[-0.0964, 2.1074, 1.0724], [0.2647, 1.7042, 0.0678], [1.1209, 1.2934, -1.1634], [2.6655, 1.6514, -0.9375], [3.1669, 1.1465, 0.4576], [3.0740, -0.3169, 0.6294], [0.5223, 1.9336, -2.4730], [1.3994, 1.5091, -3.6700], [2.1473, 1.2634, -4.4985], [-0.9708, 1.5247, -2.8097], [-1.2443, -0.0230, -2.9280], [-1.5760, -0.7650, -1.5759], [-2.8439, 0.1082, -0.5607], [-2.8550, -0.6340, 1.1190], [-1.5552, -1.3553, 1.8021], [-4.1288, -0.4942, 1.8118], [-4.6566, 0.7985, 1.7381], [-5.9053, 0.5892, 2.4681], [-6.0029, -0.7222, 2.8867], [-4.9028, -1.4214, 2.4796], [0.5271, 3.5310, -2.3875], [0.3011, 4.0267, -3.7226], [-0.9418, 4.6073, -3.8454], [1.1105, 0.1794, -1.3222], [2.8656, 2.7486, -0.9927], [3.2276, 1.1153, -1.7492], [4.2528, 1.4535, 0.5405], [2.6356, 1.6388, 1.3166], [2.2088, -0.7079, 0.2573], [3.0303, -0.4959, 1.6344], [-1.6393, 2.0639, -2.0952], [-1.1847, 1.9649, -3.8255], [-2.1678, -0.1294, -3.5686], [-0.4233, -0.5111, -3.5215], [-0.6581, -1.0507, -0.9873], [-2.0383, -1.7525, -1.8642], [-4.2158, 1.6890, 1.2568], [-6.6007, 1.4423, 2.5805], [-4.6476, -2.4835, 2.6270], [-0.3540, 3.8331, -1.7668], [1.4838, 3.9390, -1.9865], [-1.0154, 5.3845, -3.2575], [3.4461, -4.0677, 2.0483], [2.4136, -3.1809, 2.7740], [1.4302, -4.0902, 3.5390], [1.7213, -2.4874, 1.8470], [2.9723, -4.7466, 1.3323], [4.1777, -3.4605, 1.5071], [4.0028, -4.6867, 2.7692], [2.9837, -2.6255, 3.5539], [0.8944, -4.7701, 2.8689], [0.6892, -3.4995, 4.0865], [1.9647, -4.7095, 4.2762]],
  "forces_ev_per_a": [[-0.755, 0.374, 0.707], [2.230, -0.873, -2.387], [-0.030, 0.020, 0.169], [-0.470, -0.449, 0.729], [0.366, 0.032, 0.114], [0.279, 1.053, -0.281], [-0.074, 0.381, -0.605], [-1.004, 0.930, 2.227], [0.253, -0.302, -0.609], [0.466, -0.080, -0.731], [-1.108, 0.804, 0.214], [0.826, -1.619, -0.217], [-0.332, -0.256, 0.432], [1.262, -1.394, 0.347], [-0.962, 0.414, -0.824], [2.608, 1.209, -2.282], [-3.800, -2.253, 2.530], [3.000, 0.525, -1.766], [0.567, -0.548, -0.307], [-1.475, 3.588, -0.033], [-0.512, -1.033, -0.220], [1.796, 0.085, 0.820], [-2.127, 0.443, -0.165], [-0.330, 1.059, 0.513], [-0.277, -0.841, -0.103], [-0.474, 0.573, 0.726], [-1.007, -0.266, -0.115], [0.239, 0.151, -0.970], [0.233, -0.101, 0.516], [-0.191, -0.606, -0.525], [0.428, -0.743, -0.391], [0.234, -0.310, 1.047], [0.910, 0.161, 0.563], [-0.621, 0.249, 0.906], [-0.993, 0.625, -0.287], [0.441, 0.950, 0.368], [-0.105, -1.071, 0.408], [0.068, -1.245, 0.434], [-0.165, 0.998, -0.134], [0.933, -0.250, -0.234], [-0.762, -0.266, -0.419], [0.711, -0.256, -0.163], [0.632, -0.375, 0.581], [-0.973, -1.148, -1.326], [0.398, -0.379, 0.779], [-0.188, 1.176, 0.125], [-0.202, 0.184, 0.047], [-0.163, 0.101, 0.006], [0.110, -0.071, -0.036], [0.024, 0.430, 0.042], [0.104, 0.189, -0.182], [0.056, 0.102, -0.136], [-0.076, -0.072, 0.099]]
}

---

[5]
{
  "formula": "C10H27I2OP2SiSn",
  "method": "ωB97M-V with the def2-TZVPD basis set",
  "charge": 3,
  "multiplicity": 1,
  "largest_force_ev_per_a": 12.50,
  "e_above_lowest_kcal_mol": 96.0,
  "homo_energy_ev": [-16.3, -16.3],
  "homo_lumo_gap_ev": [2.333, 2.316],
  "elements": ["I", "I", "Sn", "P", "C", "C", "H", "H", "H", "H", "H", "H", "C", "H", "H", "H", "P", "C", "C", "H", "H", "H", "C", "H", "H", "H", "H", "H", "H", "C", "O", "C", "Si", "C", "C", "H", "H", "H", "H", "H", "H", "H", "H", "H"],
  "positions_angstrom": [[0.0005, -1.1671, -7.1804], [0.0005, 1.5141, -7.2796], [-0.0009, 0.1603, -0.8056], [-2.3143, 0.1716, -0.6631], [-3.2649, 0.1052, -2.2281], [-2.9976, -1.2219, 0.3098], [-4.0835, -1.1310, 0.4221], [-4.0794, 1.5675, 0.3066], [-2.5168, -1.2171, 1.2913], [-2.5114, 1.7257, 1.1633], [-3.0014, -0.8050, -2.7737], [-2.7577, -2.1631, -0.1922], [-2.9935, 1.6460, 0.1855], [-4.3425, 0.1144, -2.0343], [-2.7524, 2.5394, -0.3968], [-3.0000, 0.9648, -2.8496], [2.3121, 0.1579, -0.6561], [3.2673, 0.0888, -2.2181], [2.9971, 1.6268, 0.1975], [2.5015, -1.2346, 1.2970], [4.0706, -1.1576, 0.4310], [2.7394, -2.1802, -0.1872], [2.9843, -1.2413, 0.3164], [2.5106, 1.7087, 1.1728], [4.0818, 1.5407, 0.3240], [4.3444, 0.0941, -2.0211], [3.0073, 0.9497, -2.8402], [2.7651, 2.5224, -0.3850], [3.0023, -0.8201, -2.7650], [0.0012, 0.0806, -2.6245], [0.0024, 0.0297, -3.7938], [1.3742, 0.4780, 2.9991], [0.0062, -0.2443, 1.8976], [-0.0069, -2.1074, 2.1967], [-1.3600, 0.4944, 2.9892], [2.4133, 0.1898, 2.7761], [1.1934, 0.1435, 4.0413], [1.2964, 1.5846, 2.9970], [-0.0098, -2.2939, 3.2901], [-0.8970, -2.5895, 1.7548], [0.8777, -2.6023, 1.7576], [-1.1869, 0.1648, 4.0342], [-1.2743, 1.6003, 2.9795], [-2.3996, 0.2117, 2.7632]],
  "forces_ev_per_a": [[-0.001, 0.777, -0.005], [0.000, -0.793, 0.048], [-0.010, 0.018, 7.173], [-6.137, 1.589, 0.726], [1.140, -0.080, -0.587], [1.253, -0.328, -0.053], [0.171, 0.317, -0.211], [0.197, -0.173, -0.070], [-0.330, -0.159, -0.133], [-0.262, 0.137, -0.120], [-0.167, 0.021, -0.027], [-0.106, -0.006, 0.082], [0.713, 0.067, -0.051], [0.205, -0.012, 0.344], [-0.088, -0.048, 0.041], [-0.126, -0.016, 0.029], [6.151, 1.559, 0.730], [-1.132, -0.068, -0.594], [-0.713, 0.070, -0.056], [0.336, -0.163, -0.138], [-0.170, 0.319, -0.211], [0.104, -0.011, 0.080], [-1.253, -0.318, -0.055], [0.265, 0.137, -0.116], [-0.198, -0.172, -0.071], [-0.207, -0.012, 0.342], [0.127, -0.020, 0.033], [0.086, -0.048, 0.039], [0.165, 0.018, -0.026], [0.011, -2.254, -12.293], [-0.001, 0.717, 4.021], [1.226, 0.790, -0.862], [-0.033, -2.018, 4.390], [0.006, -0.296, -0.855], [-1.210, 0.802, -0.876], [-0.345, 0.255, 0.123], [-0.380, -0.102, -0.653], [0.188, -0.529, 0.139], [0.002, 0.266, -0.486], [0.410, 0.066, 0.293], [-0.413, 0.072, 0.294], [0.385, -0.103, -0.648], [-0.196, -0.523, 0.150], [0.336, 0.252, 0.120]]
}

---

[6]
{
  "formula": "C4H7N3",
  "method": "ωB97M-V with the def2-TZVPD basis set",
  "multiplicity": 1,
  "largest_force_ev_per_a": 2.96,
  "smiles": "[H]/N=C1/C=C(N)CN1",
  "e_above_lowest_kcal_mol": 15.3,
  "homo_energy_ev": -8.4,
  "homo_lumo_gap_ev": 9.221,
  "elements": ["H", "N", "C", "C", "C", "N", "C", "N", "H", "H", "H", "H", "H", "H"],
  "positions_angstrom": [[-0.4504, 2.0955, -2.3551], [0.1892, 1.2767, -2.1740], [-0.0161, 0.7135, -1.0457], [0.8591, -0.3492, -0.4399], [0.3070, -0.7575, 0.6815], [0.6352, -1.8115, 1.5360], [-0.8626, 0.0295, 1.0259], [-1.0280, 0.9707, -0.0942], [1.7870, -0.6705, -0.8355], [1.4374, -2.4445, 1.1782], [0.4372, -1.7489, 2.5274], [-0.7614, 0.5782, 2.0306], [-1.7403, -0.6796, 1.1553], [-1.0084, 2.0007, 0.0923]],
  "forces_ev_per_a": [[0.506, -1.312, 0.309], [-0.491, 0.962, 0.440], [1.158, -0.526, -0.063], [-0.627, 0.877, -1.388], [0.763, -1.394, 1.975], [1.867, -1.055, -1.899], [-2.175, 1.265, 1.569], [0.013, 1.222, 0.061], [0.493, -0.334, -0.612], [-2.002, 1.631, 1.412], [0.273, -0.054, -0.432], [0.007, -0.732, -1.321], [0.665, 0.985, -0.297], [-0.449, -1.537, 0.247]]
}

---

[7]
{
  "formula": "C7H11NO",
  "method": "ωB97M-V with the def2-TZVPD basis set",
  "multiplicity": 1,
  "largest_force_ev_per_a": 4.75,
  "smiles": "[H]/N=C(/C)C(=C)O.C#CC",
  "e_above_lowest_kcal_mol": 173.9,
  "homo_energy_ev": -9.1,
  "homo_lumo_gap_ev": 9.045,
  "elements": ["H", "N", "C", "C", "C", "C", "O", "H", "H", "H", "H", "H", "H", "C", "C", "C", "H", "H", "H", "H"],
  "positions_angstrom": [[-2.2676, -2.1018, -1.6237], [-2.1015, -1.1522, -1.9563], [-2.6396, -0.2737, -1.2150], [-2.5800, 1.1622, -1.6566], [-3.5590, -0.6166, -0.0234], [-4.6657, 0.1678, 0.1507], [-3.7618, -1.9989, 0.0044], [-2.5561, 1.8391, -0.8043], [-3.4834, 1.4181, -2.2090], [-1.7170, 1.2938, -2.3041], [-4.9240, 1.0279, -0.4398], [-5.3449, 0.0950, 0.9864], [-4.6913, -2.1970, 0.1681], [6.1970, 1.8774, 1.9486], [6.1672, 0.8159, 1.3188], [6.1987, -0.6527, 1.2699], [6.9309, 2.5001, 2.4054], [6.5107, -0.8477, 0.2366], [5.5062, -0.8552, 2.1093], [6.7811, -1.5013, 1.6343]],
  "forces_ev_per_a": [[-0.097, 0.138, 0.161], [0.179, 0.166, 0.306], [-0.384, -0.484, 0.073], [0.041, 0.021, 0.471], [-2.958, -0.188, -3.710], [1.095, 0.348, 1.083], [1.238, 0.035, 1.599], [0.222, 0.088, 0.001], [-0.036, -0.093, -0.153], [-0.035, 0.073, 0.056], [0.932, 0.654, 0.071], [-0.399, -1.037, -0.080], [0.202, 0.278, 0.123], [0.539, -2.054, -1.531], [2.145, 1.013, 3.408], [-0.162, 0.666, -0.611], [-0.479, 0.927, 0.058], [-2.605, -1.156, -0.683], [-2.019, -0.854, -1.970], [2.579, 1.458, 1.329]]
}

---

[8]
{
  "formula": "C4H4ClNOS",
  "method": "ωB97M-V with the def2-TZVPD basis set",
  "multiplicity": 1,
  "largest_force_ev_per_a": 4.03,
  "smiles": "O=C[C@]1(Cl)N=CCS1",
  "e_above_lowest_kcal_mol": 49.6,
  "homo_energy_ev": -9.5,
  "homo_lumo_gap_ev": 10.122,
  "elements": ["O", "C", "C", "Cl", "N", "C", "C", "S", "H", "H", "H", "H"],
  "positions_angstrom": [[1.4461, 1.9353, 0.8362], [1.0691, 1.5296, -0.2153], [0.9759, 0.0807, -0.6597], [1.7454, -0.2767, -2.1480], [-0.7686, 0.2089, -0.9660], [-1.3938, -0.4858, -0.1510], [-0.5897, -1.1397, 1.0217], [1.1818, -1.0655, 0.6705], [0.6893, 2.2740, -0.8224], [-2.4767, -0.3708, -0.4349], [-0.8879, -0.5245, 1.8086], [-0.9909, -2.1656, 1.0603]],
  "forces_ev_per_a": [[0.677, -0.507, 1.602], [0.882, -0.522, 0.502], [-3.778, 1.218, 0.391], [0.344, -0.028, -0.452], [3.819, 0.314, -1.251], [0.604, 0.141, 0.191], [-1.935, -1.050, -2.497], [-0.513, -0.556, -0.093], [-1.046, 1.175, -2.493], [0.606, -0.957, 1.409], [-0.204, 0.519, 1.969], [0.543, 0.251, 0.722]]
}